(1)
77
Properties=species:S:1:pos:R:3 method="wB97M-V/def2-TZVPD" smiles="COC(=O)CN1C(=O)[C@H]2[C@@H](C3CC3)N3C(=O)CN(Cc4ccc(-c5ccccc5)cc4)C(=O)[C@@]3(Cc3ccccc3)[C@H]2C1=O" e_above_lowest_kcal_mol=8.8 homo_lumo_gap_ev=9.1829
C 2.12 6.35 -3.19
O 2.05 5.32 -2.21
C 1.30 5.58 -1.14
O 0.74 6.62 -0.93
C 1.28 4.40 -0.18
N 1.80 3.19 -0.77
C 3.07 2.72 -0.54
O 3.83 3.19 0.25
C 3.30 1.59 -1.54
C 3.96 0.31 -1.01
C 5.07 0.55 -0.02
C 6.27 -0.33 0.00
C 6.38 1.05 -0.54
N 2.82 -0.42 -0.46
C 2.88 -1.32 0.55
O 3.89 -1.83 0.97
C 1.50 -1.63 1.15
N 0.65 -0.47 1.15
C -0.21 -0.23 2.30
C -1.43 -1.12 2.27
C -1.38 -2.41 2.78
C -2.50 -3.22 2.74
C -3.69 -2.77 2.18
C -4.88 -3.63 2.15
C -5.70 -3.67 1.03
C -6.82 -4.48 1.00
C -7.14 -5.27 2.09
C -6.33 -5.23 3.22
C -5.21 -4.42 3.25
C -3.73 -1.47 1.66
C -2.61 -0.67 1.70
C 0.62 0.38 0.12
O -0.02 1.42 0.11
C 1.54 -0.02 -1.05
C 0.92 -1.20 -1.85
C -0.58 -1.30 -1.72
C -1.16 -2.46 -1.25
C -2.54 -2.58 -1.18
C -3.35 -1.53 -1.57
C -2.77 -0.36 -2.02
C -1.39 -0.24 -2.10
C 1.88 1.19 -1.95
C 1.06 2.45 -1.68
O 0.08 2.82 -2.27
H 2.90 6.06 -3.89
H 2.37 7.30 -2.71
H 1.16 6.45 -3.70
H 1.89 4.64 0.69
H 0.24 4.22 0.14
H 3.87 2.01 -2.36
H 4.36 -0.26 -1.86
H 4.73 0.96 0.93
H 6.30 -1.16 -0.69
H 6.71 -0.56 0.96
H 6.49 1.17 -1.61
H 6.90 1.80 0.03
H 1.68 -1.94 2.19
H 1.04 -2.48 0.63
H -0.51 0.82 2.25
H 0.38 -0.41 3.21
H -0.47 -2.78 3.23
H -2.44 -4.23 3.13
H -5.45 -3.07 0.17
H -7.44 -4.51 0.12
H -8.01 -5.90 2.07
H -6.57 -5.84 4.08
H -4.59 -4.39 4.13
H -4.65 -1.09 1.25
H -2.65 0.33 1.29
H 1.38 -2.13 -1.53
H 1.17 -1.07 -2.91
H -0.55 -3.30 -0.95
H -2.98 -3.50 -0.82
H -4.42 -1.62 -1.53
H -3.39 0.47 -2.32
H -0.96 0.68 -2.47
H 1.79 0.92 -3.00

***

(2)
20
Properties=species:S:1:pos:R:3 method="wB97M-V/def2-TZVPD" e_above_lowest_kcal_mol=180.0 homo_lumo_gap_ev=5.7456 total_charge=-1
N -0.90 -1.57 -1.35
C -1.91 0.03 0.59
C -0.83 0.78 1.15
C -0.17 -0.57 0.79
C 0.11 -0.72 -0.75
C 0.39 0.56 -1.47
O 1.37 1.39 -0.89
H -0.36 -2.08 -2.05
H -2.74 -0.33 1.18
H -2.14 0.09 -0.46
H -0.97 1.00 2.21
H -0.44 1.70 0.72
H -0.40 -1.64 0.99
H 0.86 -0.44 1.23
H 1.04 -1.34 -0.76
H -0.50 1.17 -1.67
H 0.78 0.20 -2.44
H 1.72 0.94 0.00
H 2.97 0.35 1.68
O 2.11 0.49 1.30

***

(3)
8
Properties=species:S:1:pos:R:3 method="wB97M-V/def2-TZVPD" s2=0.7850 e_above_lowest_kcal_mol=36.0 spin_multiplicity=2 homo_lumo_gap_ev="6.0811 / 8.4369" total_charge=+1
O -1.15 0.04 -0.97
C -1.23 0.49 0.13
H -1.64 1.49 0.36
C 0.24 -0.10 1.55
C 1.42 -0.39 0.96
H -0.17 -0.80 2.30
H 0.49 0.87 2.05
Ag 2.20 -0.56 -1.79

***

(4)
93
Properties=species:S:1:pos:R:3 method="wB97M-V/def2-TZVPD" s2=0.7938 e_above_lowest_kcal_mol=0.0 spin_multiplicity=2 homo_lumo_gap_ev="7.0971 / 7.4964"
Hf 1.57 -0.54 0.36
C 1.50 1.85 2.48
P 0.18 1.89 1.17
C -1.25 2.30 2.22
C -1.83 1.31 3.00
C -2.84 1.62 3.89
C -3.30 2.92 4.00
C -2.73 3.92 3.22
C -1.71 3.61 2.34
C 0.44 3.38 0.18
C 1.44 4.30 0.49
C 1.61 5.44 -0.28
C 0.78 5.66 -1.38
C -0.21 4.74 -1.70
C -0.38 3.61 -0.92
C 1.23 0.56 3.21
C 0.90 0.27 4.51
C 0.49 -1.09 4.53
C 0.58 -1.56 3.25
C 0.13 -2.84 2.61
P -0.89 -2.30 1.17
C -1.35 -3.80 0.24
C -1.26 -5.08 0.79
C -1.66 -6.18 0.05
C -2.17 -6.02 -1.23
C -2.27 -4.75 -1.77
C -1.85 -3.65 -1.04
C -2.51 -1.87 1.90
C -3.45 -1.30 1.05
C -4.73 -1.01 1.50
C -5.08 -1.28 2.81
C -4.14 -1.83 3.67
C -2.86 -2.12 3.22
N 1.05 -0.56 2.43
H 2.50 1.88 2.03
H 1.39 2.71 3.14
H -1.46 0.29 2.95
H -3.27 0.84 4.50
H -4.10 3.17 4.69
H -3.08 4.94 3.30
H -1.27 4.40 1.74
H 2.09 4.14 1.34
H 2.39 6.14 -0.04
H 0.92 6.55 -1.99
H -0.85 4.91 -2.56
H -1.16 2.90 -1.18
H 0.91 0.96 5.34
H 0.15 -1.64 5.39
H 0.96 -3.44 2.22
H -0.41 -3.47 3.32
H -0.87 -5.22 1.79
H -1.57 -7.17 0.48
H -2.48 -6.88 -1.80
H -2.66 -4.62 -2.78
H -1.90 -2.66 -1.49
H -3.19 -1.08 0.02
H -5.45 -0.56 0.82
H -6.08 -1.05 3.16
H -4.41 -2.04 4.70
H -2.15 -2.54 3.92
Cl 6.46 3.57 -2.09
C 5.61 2.39 -1.16
C 6.30 1.58 -0.26
Cl 8.00 1.74 -0.07
C 5.62 0.61 0.48
Cl 6.43 -0.45 1.56
C 4.24 0.49 0.33
O 3.49 -0.42 0.97
C 3.55 1.33 -0.55
O 2.23 1.12 -0.60
C 4.23 2.26 -1.31
Cl 3.35 3.18 -2.47
Cl -1.06 -1.26 -8.75
C -0.61 -0.64 -7.19
C -1.61 -0.23 -6.31
C -1.26 0.26 -5.07
C 0.10 0.36 -4.68
C 0.46 0.84 -3.42
C 1.08 -0.07 -5.61
C 0.73 -0.56 -6.85
H -2.65 -0.31 -6.60
H -2.03 0.57 -4.38
H 1.50 0.90 -3.12
H -0.29 1.13 -2.70
H 2.13 -0.01 -5.33
H 1.49 -0.88 -7.55
F 0.71 -1.53 -1.51
As 2.06 -2.74 -1.86
F 3.03 -1.31 -1.65
F 1.89 -2.49 -3.53
F 3.42 -3.74 -1.90
F 0.95 -4.02 -1.79
F 2.05 -2.71 0.00

***

(5)
13
Properties=species:S:1:pos:R:3 method="wB97M-V/def2-TZVPD" smiles=CCP(N)O e_above_lowest_kcal_mol=31.3 homo_lumo_gap_ev=8.9530
C -1.79 -0.34 -0.15
C -0.71 0.68 -0.14
P 1.03 -0.09 -0.56
N 1.93 0.86 0.56
O 1.07 -1.56 0.30
H -1.34 -1.31 0.12
H -2.68 0.11 0.38
H -2.31 -0.54 -1.18
H -0.40 0.99 0.87
H -0.68 1.53 -0.74
H 2.59 0.31 0.99
H 2.51 1.55 0.00
H 0.78 -2.20 -0.45

***

(6)
17
Properties=species:S:1:pos:R:3 method="wB97M-V/def2-TZVPD" smiles="C=C(N)CC.O" e_above_lowest_kcal_mol=33.6 homo_lumo_gap_ev=9.2392
C 0.16 0.99 0.77
C 0.34 0.07 -0.17
N -0.70 -0.78 -0.59
C 1.65 -0.10 -0.94
C 2.85 0.50 -0.24
H 0.88 1.78 0.94
H -0.60 0.98 1.53
H -0.53 -1.21 -1.49
H -1.15 -1.42 0.04
H 1.69 -1.14 -1.22
H 1.42 0.44 -1.87
H 2.85 0.18 0.79
H 2.82 1.59 -0.19
H 3.77 0.29 -0.78
O -3.70 -0.53 0.96
H -2.96 0.09 0.94
H -4.08 -0.39 1.84

***

(7)
36
Properties=species:S:1:pos:R:3 method="wB97M-V/def2-TZVPD" e_above_lowest_kcal_mol=175.5 homo_lumo_gap_ev="6.6607 / 6.6627" total_charge=+1
C 0.87 0.73 -1.39
C -0.51 0.71 -1.63
C -0.45 -1.32 -0.32
C 3.76 0.85 -0.53
C 2.41 -0.20 1.52
C 3.45 -1.59 -0.20
C -3.59 -1.11 0.31
C -2.18 0.54 1.34
C -3.19 1.14 -0.90
C 2.75 -0.20 0.02
C -2.61 0.07 -0.03
N 1.55 -0.12 -0.74
N -1.35 -0.38 -0.97
O -0.73 -2.01 0.72
O -0.58 -2.61 -0.57
H 1.41 1.55 -2.02
H -0.96 1.41 -2.34
H 3.63 1.80 -0.01
H 4.79 0.35 -0.41
H 3.60 1.00 -1.59
H 1.76 -1.16 1.68
H 1.79 0.77 1.84
H 3.23 -0.29 2.29
H 4.00 -1.71 -1.07
H 4.06 -1.56 0.71
H 2.76 -2.43 -0.05
H -4.45 -0.59 0.70
H -3.96 -1.67 -0.59
H -3.32 -1.83 0.97
H -2.87 1.02 1.97
H -1.35 1.26 1.28
H -1.86 -0.27 1.91
H -2.61 2.03 -0.87
H -3.24 0.88 -1.95
H -4.16 1.39 -0.56
H -1.87 -0.80 -1.68

***

(8)
25
Properties=species:S:1:pos:R:3 method="wB97M-V/def2-TZVPD" smiles="CC(=O)Nc1on[n+](C)c1[C@H](C)O" e_above_lowest_kcal_mol=107.1 homo_lumo_gap_ev=9.3050 total_charge=+1
C -4.00 -1.64 0.08
C -3.55 -0.24 0.02
O -4.18 0.70 -0.24
N -2.15 -0.05 0.11
C -1.38 0.99 -0.17
O -1.60 2.21 -0.45
N -0.64 2.99 -0.28
N 0.46 2.30 0.06
C 1.70 3.08 0.21
C 0.20 0.99 0.23
C 1.18 -0.13 0.47
C 1.99 -0.62 -0.77
O 0.40 -1.13 1.16
H -4.95 -1.81 0.59
H -3.16 -2.18 0.56
H -4.30 -1.97 -0.90
H -1.62 -0.90 0.40
H 2.16 3.38 -0.63
H 1.45 3.91 0.78
H 2.37 2.54 0.92
H 2.00 0.26 1.14
H 1.33 -0.52 -1.66
H 2.20 -1.68 -0.67
H 2.97 -0.12 -0.94
H 0.86 -1.96 1.12

***

(9)
15
Properties=species:S:1:pos:R:3 method="wB97M-V/def2-TZVPD" e_above_lowest_kcal_mol=60.9 homo_lumo_gap_ev=7.7914
C 0.42 0.88 1.56
C -0.75 0.69 0.96
C -1.82 -0.68 -0.87
C -1.50 -0.63 0.67
Si 3.97 0.90 -1.61
H 0.91 1.86 1.72
H 0.95 -0.03 1.94
H -0.93 -0.96 -1.50
H -2.20 0.32 -1.03
H -2.69 -1.44 -1.07
H -2.48 -0.64 1.05
H -0.94 -1.60 0.89
H 3.73 -0.21 -0.79
H -1.41 1.54 0.80
H 4.74 0.01 -2.72

***

(10)
32
Properties=species:S:1:pos:R:3 method="wB97M-V/def2-TZVPD" s2=2.0103 spin_multiplicity=3 homo_lumo_gap_ev="5.5998 / 7.2406"
C -2.06 0.08 1.17
C -1.69 1.12 0.48
C 0.40 1.18 -0.92
C -2.28 2.50 0.53
C -2.72 -2.59 2.71
C 2.98 2.05 -3.26
C 3.01 -1.22 -0.53
C -1.39 -1.28 1.02
C -1.36 -2.09 2.33
C 2.30 0.07 -2.43
N -0.61 0.94 -0.37
O 3.08 1.10 -2.25
O 2.35 -1.09 -1.86
I 1.65 3.18 -0.25
H -2.81 0.25 1.85
H -1.51 3.23 0.44
H -2.60 2.78 1.47
H -3.18 2.40 -0.25
H -3.52 -1.97 2.52
H -2.73 -2.89 3.71
H -3.02 -3.59 2.14
H 3.65 1.76 -4.08
H 3.24 3.03 -2.86
H 1.90 2.02 -3.52
H 3.14 -0.20 -0.11
H 4.09 -1.70 -0.68
H 2.38 -1.85 0.04
H -1.88 -1.84 0.30
H -0.45 -1.20 0.52
H -0.98 -1.32 2.94
H -0.79 -3.06 2.20
H 1.40 0.21 -3.02

***

(11)
8
Properties=species:S:1:pos:R:3 method="wB97M-V/def2-TZVPD" smiles="S=P(S)(S)S" e_above_lowest_kcal_mol=11.1 homo_lumo_gap_ev=8.3805
S -1.63 1.58 0.28
P -0.23 0.09 0.09
S 1.91 0.93 -0.06
S -0.13 -1.28 1.69
S -0.22 -1.24 -1.50
H 1.47 1.85 0.74
H -1.17 -1.82 1.02
H 0.00 -0.11 -2.25

***

(12)
99
Properties=species:S:1:pos:R:3 method="wB97M-V/def2-TZVPD" homo_lumo_gap_ev=8.5112
C -2.76 -4.96 0.80
H -3.82 -5.08 1.05
O -2.42 -3.66 1.21
C -1.16 -3.21 0.94
C -0.13 -3.96 0.38
C 1.11 -3.39 0.16
C 1.36 -2.06 0.49
C 0.34 -1.31 1.06
C -0.90 -1.88 1.27
H -1.70 -1.29 1.70
H 0.47 -0.27 1.33
O 2.62 -1.62 0.20
C 2.96 -0.26 0.46
C 3.48 -0.12 1.87
C 4.58 0.56 2.15
C 5.38 1.24 1.08
C 6.72 0.55 0.84
C 7.78 1.29 0.33
C 8.99 0.67 0.05
C 9.14 -0.69 0.27
C 8.08 -1.43 0.76
C 6.87 -0.81 1.05
H 6.05 -1.40 1.44
H 8.20 -2.49 0.93
H 10.08 -1.17 0.05
H 9.81 1.26 -0.34
H 7.66 2.35 0.16
H 5.58 2.28 1.37
O 4.65 1.37 -0.14
C 4.03 0.17 -0.55
C 3.42 0.48 -1.92
H 4.22 0.66 -2.65
H 2.81 1.38 -1.85
O 2.63 -0.60 -2.38
C 1.36 -0.36 -2.72
O 0.86 0.74 -2.77
C 0.66 -1.65 -3.08
H 0.68 -1.74 -4.17
C -0.79 -1.67 -2.57
C -1.64 -0.57 -3.13
N -2.36 0.05 -2.29
O -3.24 1.01 -2.80
C -4.08 1.59 -1.84
O -3.62 2.81 -1.36
C -2.44 2.81 -0.58
C -1.20 2.95 -1.48
H -1.48 3.56 -2.34
H -0.83 1.98 -1.82
O -0.14 3.65 -0.85
C 0.73 2.94 -0.14
O 0.63 1.76 0.05
C 1.86 3.79 0.39
H 1.85 4.76 -0.09
H 2.80 3.28 0.22
H 1.73 3.92 1.46
C -2.38 1.57 0.35
H -1.83 0.76 -0.13
C -3.81 1.08 0.63
C -4.45 0.62 -0.69
H -4.08 -0.39 -0.92
O -5.86 0.59 -0.56
C -6.44 -0.58 -0.25
O -5.85 -1.63 -0.20
C -7.90 -0.38 0.04
H -7.97 -0.04 1.07
H -8.43 -1.32 -0.07
H -8.31 0.38 -0.62
H -4.43 1.86 1.08
O -3.69 -0.02 1.52
C -4.73 -0.33 2.32
O -5.75 0.30 2.38
C -4.41 -1.57 3.12
H -3.64 -1.33 3.85
H -5.30 -1.91 3.63
H -4.02 -2.33 2.45
O -1.66 1.81 1.55
C -2.08 2.70 2.45
O -3.05 3.41 2.33
C -1.17 2.69 3.65
H -0.22 2.23 3.39
H -1.65 2.11 4.44
H -1.03 3.71 4.01
H -2.52 3.71 0.03
H -5.00 1.85 -2.38
C -1.64 -0.33 -4.61
H -2.58 0.14 -4.90
H -1.49 -1.25 -5.16
H -0.83 0.36 -4.84
H -1.24 -2.62 -2.86
H -0.80 -1.60 -1.48
H 1.22 -2.47 -2.65
H 4.77 -0.64 -0.65
H 4.97 0.64 3.15
H 2.91 -0.62 2.63
H 2.09 0.39 0.33
H 1.90 -3.97 -0.28
H -0.28 -5.00 0.11
H -2.63 -5.09 -0.28
H -2.18 -5.72 1.34

***

(13)
22
Properties=species:S:1:pos:R:3 method="wB97M-V/def2-TZVPD" smiles="CC(=O)NC[C@H](C)O.O" e_above_lowest_kcal_mol=27.1 homo_lumo_gap_ev=10.4282
C -1.19 1.76 -1.95
C -0.89 0.33 -1.59
O -1.16 -0.49 -2.47
N -0.14 -0.12 -0.53
C 0.35 0.68 0.57
C 1.68 0.09 1.13
C 1.38 -1.06 2.12
O 2.48 1.08 1.73
H -0.83 1.79 -2.95
H -0.66 2.52 -1.39
H -2.32 1.95 -2.02
H -0.15 -1.10 -0.27
H 0.49 1.73 0.38
H -0.32 0.52 1.41
H 2.28 -0.34 0.31
H 1.17 -1.96 1.50
H 2.32 -1.46 2.51
H 0.63 -0.91 2.88
H 1.96 1.78 2.15
O -2.09 -2.51 -0.98
H -1.95 -1.72 -1.56
H -3.05 -2.55 -0.96

***

| no. | maximum force (eV Å⁻¹) |
| --- | --- |
| 1 | 0.641 |
| 2 | 4.089 |
| 3 | 2.479 |
| 4 | 0.480 |
| 5 | 4.189 |
| 6 | 2.415 |
| 7 | 4.650 |
| 8 | 7.908 |
| 9 | 3.430 |
| 10 | 4.097 |
| 11 | 2.995 |
| 12 | 1.191 |
| 13 | 2.386 |